The following is a DFT calculation (ωB97M-V/def2-TZVPD) of C42H32IN2O7PPdS2 as an isolated structure.

Values from the calculation:
- LUMO (alpha / beta): -0.0037 / -0.0870 Eh
- Multiplicity: 5
- Electronic energy: -3819.16489 hartree
- Net charge: 0
- <S²>: 6.05
- Relative energy (zero: lowest compared OMol25 entry of this formula, charge and spin): 0.0 kJ/mol

```
88
Properties=species:S:1:pos:R:3:mulliken_spin:R:1
Pd -0.3573 -0.4934 -0.1834 1.634
S 2.5671 1.0175 2.9272 0.129
C 3.1794 -0.4862 2.1981 0.255
C 2.2238 -1.3508 1.8220 -0.067
C 0.9014 -0.8382 2.0446 0.665
C 0.9576 0.5841 2.4668 0.239
C -0.1477 1.4428 2.2860 0.106
C -0.2595 2.6942 2.9173 0.192
C -1.4214 3.4165 2.7589 -0.038
C -2.4410 2.9024 1.9642 0.164
C -2.2372 1.6889 1.3194 -0.055
N -1.1306 0.9735 1.4657 0.170
H 4.2459 -0.6165 2.1075 -0.005
H 2.4232 -2.3337 1.4234 0.009
H 0.5491 3.0593 3.5338 0.010
H -1.5344 4.3755 3.2471 0.001
H -3.3717 3.4312 1.8243 0.006
H -2.9773 1.2761 0.6464 0.012
C -1.6616 -3.4064 -6.6713 0.000
C -1.8708 -2.4882 -5.4997 0.000
C -1.9799 -1.1115 -5.6765 -0.001
C -2.1640 -0.2657 -4.5945 0.002
C -2.2427 -0.8038 -3.3191 0.005
C -2.1506 -2.1710 -3.1199 -0.002
C -1.9609 -3.0044 -4.2102 -0.002
S -2.3977 0.3090 -1.9603 -0.017
O -3.4837 1.2047 -2.2341 0.018
O -2.5579 -0.5387 -0.7408 0.112
O -1.0760 0.9741 -1.8206 0.085
H -1.5878 -2.8490 -7.6039 0.000
H -2.4872 -4.1133 -6.7648 0.000
H -0.7475 -3.9903 -6.5514 0.000
H -1.9155 -0.6963 -6.6752 0.000
H -2.2379 0.8033 -4.7374 -0.001
H -2.2186 -2.5764 -2.1204 -0.003
H -1.8618 -4.0702 -4.0481 0.000
I -4.2716 -6.2225 5.8689 0.000
C -3.1334 -4.9574 4.6726 0.001
C -2.0872 -4.2415 5.2394 0.000
C -1.3317 -3.3974 4.4449 0.003
C -1.6253 -3.2810 3.0911 0.024
C -2.6743 -4.0035 2.5275 0.003
C -3.4347 -4.8436 3.3211 -0.001
C -0.8421 -2.4038 2.1933 0.002
O 0.0186 -1.6115 2.8324 0.036
O -0.9729 -2.4032 0.9818 0.058
H -1.8634 -4.3428 6.2909 0.000
H -0.5168 -2.8343 4.8754 0.003
H -2.8825 -3.9022 1.4726 0.000
H -4.2509 -5.4052 2.8916 0.000
O 0.2814 -4.2139 -1.6032 0.032
C 0.4254 -3.0431 -1.5152 0.031
N 0.6059 -1.8643 -1.4598 0.121
O 1.6098 0.7904 -0.3741 0.062
P 2.2150 1.8711 -1.2182 -0.020
C 1.6322 3.5257 -0.8066 0.007
C 0.2793 3.6984 -0.5332 0.019
C -0.2214 4.9675 -0.2901 0.005
C 0.6224 6.0683 -0.3086 0.001
C 1.9720 5.9017 -0.5844 0.001
C 2.4735 4.6358 -0.8385 -0.003
C 1.9503 1.6939 -2.9858 0.001
C 2.0165 2.7905 -3.8420 0.000
C 1.8456 2.6130 -5.2048 0.000
C 1.6053 1.3433 -5.7132 0.000
C 1.5359 0.2530 -4.8608 -0.001
C 1.7119 0.4226 -3.4950 -0.003
C 4.0018 1.9076 -0.9618 -0.002
C 4.4963 2.2874 0.2861 0.026
C 5.8544 2.2479 0.5413 0.002
C 6.7341 1.8264 -0.4489 0.000
C 6.2503 1.4486 -1.6903 0.001
C 4.8867 1.4903 -1.9477 -0.003
H -0.3877 2.8440 -0.5567 -0.027
H -1.2781 5.0938 -0.0990 -0.005
H 0.2279 7.0573 -0.1176 0.000
H 2.6340 6.7570 -0.6074 0.000
H 3.5260 4.5161 -1.0611 0.000
H 2.1793 3.7863 -3.4494 0.000
H 1.8853 3.4663 -5.8684 0.000
H 1.4656 1.2072 -6.7776 0.000
H 1.3248 -0.7347 -5.2489 0.000
H 1.6230 -0.4219 -2.8251 -0.001
H 3.8114 2.6151 1.0585 0.000
H 6.2320 2.5511 1.5089 0.000
H 7.7969 1.7978 -0.2515 0.000
H 6.9317 1.1199 -2.4623 0.000
H 4.5145 1.1938 -2.9198 0.000
```



The following is a DFT calculation (ωB97M-V/def2-TZVPD) of C42H33Br2Cl2N7O5Re as an isolated structure at a distorted geometry.

Values from the calculation:
- LUMO (alpha / beta): -0.3038 / -0.2748 Eh
- Multiplicity: 2
- Electronic energy: -8526.06634 hartree
- Net charge: +2
- <S²>: 0.82
- Relative energy (zero: lowest compared OMol25 entry of this formula, charge and spin): 0.0 kJ/mol

```
92
Properties=species:S:1:pos:R:3:mulliken_spin:R:1
Re -0.0946 0.4985 -0.4506 1.073
C -1.2341 4.5949 -1.5694 0.002
C -1.5937 3.1701 -1.3214 0.007
O -0.7194 2.2766 -1.4208 0.042
N -2.8516 2.8717 -1.0145 0.003
C -3.3338 1.5019 -0.8704 0.032
C -3.0956 0.9505 0.5068 -0.001
C -4.1197 0.9772 1.4392 -0.002
C -3.9017 0.5004 2.7193 0.001
C -2.6430 0.0163 3.0319 0.000
C -1.6590 0.0363 2.0665 0.006
N -1.8679 0.4806 0.8090 0.000
H -0.4756 4.6351 -2.3480 0.000
H -0.7935 4.9811 -0.6488 0.000
H -2.0915 5.2000 -1.8553 0.001
H -3.5004 3.6318 -0.8838 0.000
H -2.8380 0.8856 -1.6156 -0.017
H -4.4012 1.4989 -1.0853 0.001
H -5.0879 1.3586 1.1459 0.000
H -4.6956 0.5078 3.4539 0.000
H -2.4122 -0.3688 4.0146 0.000
H -0.6603 -0.3144 2.2812 -0.001
O 4.7949 2.2364 -3.9965 0.000
C 3.7937 1.8606 -3.2016 0.000
C 3.1005 2.7225 -2.3523 -0.001
C 2.0798 2.2125 -1.5906 0.003
N 1.6951 0.9146 -1.6081 0.014
C 2.4163 0.0948 -2.3952 -0.007
Br 2.0636 -1.7510 -2.3651 0.001
C 3.4434 0.5136 -3.2073 -0.001
H 4.9559 3.1862 -3.9428 0.000
H 3.3433 3.7747 -2.2866 0.000
H 1.5069 2.8597 -0.9431 0.002
H 3.9806 -0.1872 -3.8282 0.000
Br -7.1126 -0.2021 -0.4117 0.000
C -6.1517 -1.8084 -0.6905 -0.002
C -5.2682 -2.2437 0.2888 0.002
C -4.5157 -3.3826 0.0716 -0.004
C -4.6683 -4.0937 -1.1163 -0.001
C -5.6280 -3.7050 -2.0423 -0.002
C -6.3551 -2.5402 -1.8497 0.000
N -3.9582 -5.3098 -1.4062 -0.007
N -2.7548 -5.4473 -1.1496 -0.002
C -1.9301 -4.3342 -0.8011 -0.035
C -1.1094 -4.4656 0.2901 0.011
C -0.2913 -3.4067 0.7322 -0.039
C -0.2949 -2.2174 0.0557 -0.031
O 0.4512 -1.1378 0.4089 -0.119
C -1.0889 -2.0977 -1.1164 0.058
N -1.0081 -0.8925 -1.7566 -0.006
C -1.5600 -0.7664 -2.9471 -0.006
C -2.2592 -1.8168 -3.5617 -0.005
C -2.4221 -2.9983 -2.8913 -0.007
C -1.8535 -3.1582 -1.6066 0.005
H -5.1779 -1.7002 1.2197 0.000
H -3.8360 -3.7270 0.8383 0.001
H -5.7810 -4.3102 -2.9266 0.000
H -7.0798 -2.2162 -2.5833 0.000
H -1.1294 -5.3991 0.8372 -0.002
H 0.3407 -3.5279 1.6023 -0.001
H -1.4385 0.1916 -3.4392 0.002
H -2.6619 -1.6761 -4.5541 0.000
H -2.9530 -3.8175 -3.3561 0.000
Cl 1.8694 -1.5374 3.6725 0.000
C 3.0263 -1.8307 2.4190 0.002
C 3.3703 -3.1306 2.1095 0.002
C 4.3235 -3.3661 1.1298 -0.001
C 4.8931 -2.3107 0.4400 0.000
C 4.5391 -1.0068 0.7489 -0.001
Cl 5.1172 0.2498 -0.2915 0.000
C 3.6314 -0.7397 1.7834 -0.003
N 3.2114 0.5421 2.1720 -0.010
C 3.9271 1.6534 2.4173 -0.002
C 5.3415 1.6125 2.5479 -0.001
C 6.0485 2.7758 2.6743 0.001
C 5.3731 4.0021 2.6918 -0.002
C 3.9798 4.0459 2.6862 0.001
C 3.2236 2.8961 2.6058 0.000
C 1.7294 2.9542 2.7943 -0.003
C 0.9258 2.7055 1.5074 -0.005
O 0.4188 3.6247 0.8850 0.002
O 0.8683 1.4533 1.1930 0.056
H 2.9083 -3.9469 2.6465 0.000
H 4.6146 -4.3801 0.8946 0.000
H 5.5938 -2.4862 -0.3639 0.000
H 2.1927 0.6413 2.2033 -0.002
H 5.8389 0.6540 2.5735 0.000
H 7.1248 2.7492 2.7703 0.000
H 5.9351 4.9229 2.7688 0.000
H 3.4763 4.9971 2.7990 0.000
H 1.4628 3.9323 3.1869 0.000
H 1.4267 2.2023 3.5289 0.000
```